{"formula": "C31H51BrNO3SiSn", "method": "wB97M-V/def2-TZVPD", "total_charge": 1, "total_energy_ha": -4569.610472, "e_homo_ev": [-10.276, -10.277], "e_lumo_ev": [-7.07, -7.07], "species": ["C", "C", "C", "C", "Sn", "C", "C", "C", "C", "C", "C", "C", "C", "H", "H", "H", "H", "H", "H", "H", "H", "H", "H", "H", "H", "H", "H", "H", "H", "H", "H", "H", "H", "H", "H", "H", "H", "H", "H", "H", "C", "O", "C", "O", "C", "C", "C", "C", "N", "C", "O", "C", "C", "C", "C", "C", "C", "Br", "C", "C", "C", "Si", "C", "C", "C", "H", "H", "H", "H", "H", "H", "H", "H", "H", "H", "H", "H", "H", "H", "H", "H", "H", "H", "H", "H", "H", "H", "H", "H"], "xyz": [[3.6481, 6.0268, -2.5088], [2.6297, 5.3093, -3.4055], [1.3295, 4.9059, -2.7166], [0.2792, 4.3045, -3.6523], [0.0500, 2.1235, -4.1924], [-1.9844, 1.3510, -3.4065], [-2.6373, 1.9989, -2.1768], [-3.9934, 1.3469, -1.8263], [-4.7649, 2.0114, -0.6806], [2.1479, 0.9824, -4.1540], [3.3178, 1.4939, -3.3078], [4.5049, 0.5197, -3.1541], [4.2676, -0.6947, -2.2470], [4.4647, 6.4242, -3.1228], [3.2088, 6.8772, -1.9717], [4.1006, 5.3526, -1.7709], [2.3795, 5.9829, -4.2328], [3.0968, 4.4242, -3.8484], [1.5132, 4.2485, -1.8584], [0.8963, 5.8229, -2.2902], [-0.7287, 4.5462, -3.3104], [0.3631, 4.7406, -4.6491], [-2.6411, 1.4359, -4.2740], [-1.8763, 0.2774, -3.2238], [-1.9911, 1.9111, -1.2906], [-2.7780, 3.0781, -2.3393], [-4.6081, 1.3579, -2.7351], [-3.8206, 0.2894, -1.5818], [-5.7486, 1.5423, -0.5783], [-4.2533, 1.9130, 0.2831], [-4.9350, 3.0738, -0.8775], [1.9110, -0.0560, -3.8976], [2.3645, 1.0103, -5.2217], [3.6856, 2.4351, -3.7426], [2.9974, 1.7609, -2.2902], [4.7724, 0.1696, -4.1583], [5.3719, 1.0784, -2.7682], [5.2166, -1.2214, -2.0983], [3.8947, -0.4178, -1.2541], [3.5691, -1.4089, -2.6970], [0.1025, -1.9217, -1.2676], [-0.6190, -1.4950, -0.0850], [-0.2806, -2.2091, 0.9975], [0.3623, -3.2462, 0.9155], [-0.8226, -1.6731, 2.3225], [-2.3593, -1.5197, 2.3040], [-2.6402, -0.4183, 3.3108], [-1.3894, 0.4695, 3.3498], [-0.3589, -0.2993, 2.6779], [0.9567, 0.1496, 2.6735], [1.8387, -0.4087, 2.0166], [1.2406, 1.4363, 3.4245], [1.1888, 2.5561, 2.7267], [1.5544, 3.8280, 2.8530], [1.9651, 4.1256, 4.1807], [1.9908, 3.0927, 5.1186], [1.7074, 1.7560, 4.7503], [0.4643, 1.1190, -2.0072], [-0.3899, -2.6778, 3.4034], [-0.8930, -3.9621, 3.0084], [-1.2883, -5.0980, 2.7667], [-1.8056, -6.6041, 1.8644], [-3.4101, -7.2502, 2.5897], [-2.0414, -6.1744, 0.0507], [-0.4538, -7.8930, 2.0260], [-0.2430, -1.2405, -2.0428], [1.1657, -1.7647, -1.0753], [-0.0951, -2.9650, -1.5226], [-2.6745, -1.2079, 1.3008], [-2.8230, -2.4756, 2.5530], [-3.5214, 0.1695, 3.0533], [-2.7852, -0.8415, 4.3085], [-1.5488, 1.4176, 2.8163], [-1.0855, 0.7220, 4.3786], [1.5356, 4.5898, 2.0890], [2.2591, 5.1363, 4.4636], [2.2427, 3.3440, 6.1695], [1.8179, 0.9878, 5.5031], [0.7135, -2.6588, 3.4409], [-0.7968, -2.3545, 4.3708], [-3.7223, -8.1818, 2.1003], [-3.2866, -7.4527, 3.6614], [-4.2201, -6.5181, 2.4782], [-1.8996, -7.0618, -0.5812], [-3.0468, -5.7777, -0.1454], [-1.3172, -5.4082, -0.2632], [-0.7530, -8.8538, 1.5859], [0.4659, -7.5575, 1.5284], [-0.2213, -8.0572, 3.0862]], "forces_ev_per_angstrom": [[0.054, -0.097, -0.071], [0.103, 0.046, 0.009], [-0.031, -0.055, 0.213], [-0.429, -0.472, -0.889], [0.812, 0.461, 1.746], [-1.020, -0.158, -1.451], [0.395, 0.561, 0.351], [0.168, -0.102, -0.469], [0.045, -0.039, -0.196], [0.176, -0.494, -2.020], [-0.297, 1.092, 0.420], [-0.185, -0.196, -0.377], [0.052, 0.019, -0.135], [-0.114, -0.079, 0.143], [-0.033, -0.182, -0.113], [-0.153, 0.064, -0.079], [-0.021, -0.116, 0.002], [-0.007, 0.104, -0.033], [0.118, -0.072, -0.088], [-0.020, -0.110, -0.040], [-0.032, -0.072, 0.058], [0.017, 0.347, 0.034], [-0.301, 0.070, 0.120], [0.414, 0.206, -0.192], [-0.042, 0.012, -0.364], [-0.090, -0.183, -0.037], [-0.058, -0.048, 0.178], [-0.015, 0.136, -0.075], [0.132, 0.046, 0.023], [0.047, 0.044, -0.141], [0.076, -0.067, 0.042], [-0.326, 0.388, -0.107], [0.577, -0.132, 0.032], [0.016, -0.314, -0.014], [-0.098, -0.105, -0.310], [0.184, -0.027, 0.137], [-0.326, -0.009, -0.155], [-0.172, 0.014, -0.037], [-0.027, 0.066, -0.183], [0.027, 0.121, 0.123], [-0.227, 0.120, -0.198], [0.200, -0.210, 0.642], [1.030, -1.324, -1.136], [-0.620, 1.841, 0.247], [0.080, 0.201, -0.002], [0.404, 0.275, -0.616], [-0.065, 0.192, 0.683], [-0.465, 0.563, 0.198], [1.792, 0.817, 0.367], [-0.758, -3.999, -2.040], [-1.033, 1.380, 1.662], [0.112, 0.274, -0.386], [1.204, 0.748, 2.298], [-0.246, 1.104, -0.879], [-0.338, -0.975, 0.210], [-0.013, -0.499, -0.033], [-0.284, 1.094, -0.203], [0.508, 0.027, 4.043], [0.473, 0.982, -0.096], [-0.691, -3.102, 0.552], [0.464, 2.200, 0.196], [-0.195, -0.790, -0.299], [0.004, 0.062, 0.127], [-0.001, 0.294, -0.107], [0.110, 0.085, 0.144], [0.098, -0.420, 0.109], [-0.078, -0.127, -0.182], [-0.046, 0.140, 0.245], [0.047, -0.145, 0.194], [-0.020, 0.163, -0.083], [0.013, -0.127, 0.092], [-0.159, 0.031, -0.127], [-0.061, -0.176, 0.072], [-0.230, -0.122, -0.236], [-0.001, 0.073, -0.133], [-0.158, -0.187, -0.409], [-0.017, -0.435, -0.888], [-0.184, -0.364, -0.245], [-0.387, -0.213, 0.114], [0.089, -0.136, -0.107], [0.078, 0.180, 0.069], [-0.057, 0.002, -0.188], [0.140, -0.133, 0.015], [-0.039, 0.171, 0.160], [0.187, -0.083, 0.059], [-0.112, -0.238, 0.064], [0.020, 0.229, 0.079], [-0.183, -0.073, 0.103], [-0.004, -0.039, -0.203]], "lowdin_charge": [-0.11, -0.28, -0.31, -0.33, 1.10, -0.39, -0.33, -0.27, -0.11, -0.37, -0.33, -0.25, -0.11, 0.07, 0.07, 0.07, 0.11, 0.08, 0.08, 0.11, 0.03, 0.03, 0.03, 0.03, 0.05, 0.10, 0.11, 0.11, 0.07, 0.06, 0.07, 0.02, 0.02, 0.09, 0.05, 0.11, 0.11, 0.07, 0.07, 0.07, -0.08, -0.04, -0.42, 0.11, -0.29, -0.07, -0.13, -0.13, 0.05, -0.33, 0.14, -0.07, 0.28, 0.03, 0.00, -0.02, 0.06, 0.42, -0.11, -0.11, -0.02, 0.44, -0.19, -0.18, -0.19, 0.00, 0.09, 0.10, 0.13, 0.13, 0.12, 0.12, 0.13, 0.13, 0.15, 0.14, 0.14, 0.14, 0.14, 0.14, 0.04, 0.03, 0.03, 0.04, 0.03, 0.02, 0.04, 0.04, 0.03]}

***

{"formula": "C31H51NO8S", "method": "wB97M-V/def2-TZVPD", "total_energy_ha": -2265.795258, "e_homo_ev": -8.042, "e_lumo_ev": -0.10, "smiles": "CC(=O)OCCCCCc1ccc2c(c1)Sc1ccccc1N2.COCCOC.COCCOC.COCCOC", "species": ["C", "C", "O", "O", "C", "C", "C", "C", "C", "C", "C", "C", "C", "C", "C", "S", "C", "C", "C", "C", "C", "C", "N", "H", "H", "H", "H", "H", "H", "H", "H", "H", "H", "H", "H", "H", "H", "H", "H", "H", "H", "H", "H", "H", "C", "O", "C", "C", "O", "C", "H", "H", "H", "H", "H", "H", "H", "H", "H", "H", "C", "O", "C", "C", "O", "C", "H", "H", "H", "H", "H", "H", "H", "H", "H", "H", "C", "O", "C", "C", "O", "C", "H", "H", "H", "H", "H", "H", "H", "H", "H", "H"], "xyz": [[0.1005, 7.8068, 6.6087], [-1.4242, 7.3144, 7.0729], [-1.6413, 6.1383, 7.6856], [-2.5295, 8.2617, 6.7089], [-3.0548, 7.6959, 5.4394], [-3.9003, 8.7697, 4.5267], [-2.9775, 9.8734, 3.7406], [-2.0600, 9.2722, 2.5222], [-2.8538, 8.1755, 1.5584], [-2.2070, 6.6969, 1.9581], [-3.2373, 5.6481, 2.7283], [-2.7106, 4.1703, 3.2215], [-1.1265, 3.7919, 2.8988], [-0.1062, 4.8450, 2.1001], [-0.6166, 6.3211, 1.6020], [1.6492, 4.1526, 1.7990], [1.2844, 2.3264, 1.3701], [2.0837, 1.4843, 0.1978], [1.5669, -0.0876, -0.0457], [0.3201, -0.7492, 0.8317], [-0.4483, 0.0992, 2.0305], [0.0542, 1.6501, 2.2793], [-0.6484, 2.4353, 3.3665], [0.6133, 6.8438, 6.1412], [-0.0487, 8.6410, 5.7735], [0.7327, 8.1744, 7.5261], [-2.1888, 7.1487, 4.8740], [-3.8308, 6.8502, 5.7666], [-4.6568, 9.3178, 5.2701], [-4.5904, 8.1165, 3.8081], [-2.2194, 10.4039, 4.4949], [-3.6928, 10.7501, 3.3715], [-1.7825, 10.1731, 1.8114], [-1.0478, 8.8414, 2.9692], [-4.0147, 8.1745, 1.7064], [-2.5070, 8.3908, 0.4509], [-4.3597, 5.9466, 2.9459], [-3.4429, 3.4360, 3.7655], [0.1059, 7.0574, 1.0288], [2.9638, 1.9752, -0.4267], [2.0630, -0.7927, -0.8522], [-0.0897, -1.8532, 0.6543], [-1.3377, -0.2987, 2.6788], [0.1019, 2.6226, 4.0979], [-3.5589, 0.3954, -0.2992], [-3.0226, -0.9207, -0.3828], [-3.9113, -1.9027, 0.1563], [-4.6543, -2.6526, -0.9549], [-5.5538, -1.7885, -1.6566], [-5.0244, -1.3601, -2.9061], [-2.9431, 1.0554, -0.9153], [-4.5892, 0.4421, -0.6661], [-3.5175, 0.7454, 0.7365], [-4.6173, -1.4461, 0.8613], [-3.2972, -2.6179, 0.7132], [-5.2616, -3.4424, -0.5000], [-3.9489, -3.1272, -1.6474], [-5.0666, -2.1836, -3.6249], [-3.9960, -1.0025, -2.8138], [-5.6439, -0.5401, -3.2778], [3.2495, -3.5007, -2.0787], [1.9305, -3.7187, -1.5895], [0.9563, -3.7087, -2.6361], [0.5332, -5.1315, -3.0179], [1.6123, -5.8529, -3.6208], [2.2318, -6.7548, -2.7111], [3.9547, -3.7370, -1.2779], [3.4778, -4.1376, -2.9393], [3.3721, -2.4486, -2.3527], [1.3285, -3.1619, -3.5115], [0.0817, -3.1728, -2.2534], [-0.2659, -5.0717, -3.7645], [0.1410, -5.6711, -2.1477], [1.5834, -7.6217, -2.5539], [2.4537, -6.2807, -1.7520], [3.1708, -7.0970, -3.1535], [6.8209, -11.0872, -5.3135], [6.7458, -9.9749, -6.1988], [5.4056, -9.5050, -6.3652], [5.1487, -8.2454, -5.5306], [5.1939, -8.5297, -4.1287], [6.4269, -8.1344, -3.5385], [7.8712, -11.2530, -5.0609], [6.2662, -10.9111, -4.3863], [6.4362, -11.9820, -5.8118], [4.6819, -10.2923, -6.1200], [5.2835, -9.2558, -7.4243], [4.1396, -7.8796, -5.7487], [5.8582, -7.4508, -5.7909], [6.4543, -7.0453, -3.4391], [7.2868, -8.4740, -4.1208], [6.4873, -8.5775, -2.5414]], "forces_ev_per_angstrom": [[-1.152, -0.611, -0.524], [-0.679, -4.427, 2.533], [1.148, 7.949, -4.058], [2.439, -2.652, -0.519], [-1.510, -1.279, -0.439], [0.097, -0.090, 0.938], [0.036, 0.472, 0.355], [-0.472, 0.803, -0.298], [2.325, -1.033, 0.507], [0.010, -2.710, 0.827], [4.135, -1.497, -0.596], [2.954, 3.316, -2.496], [-2.012, 2.976, -0.851], [-3.829, 0.390, 0.655], [-2.809, -3.188, 2.307], [-2.413, -1.208, -0.248], [-1.516, -3.378, -0.472], [-3.620, -1.854, 2.497], [-1.977, 1.727, 2.799], [0.717, 3.496, 1.167], [3.682, 2.682, -2.775], [1.211, -2.619, -2.746], [1.945, 1.411, -1.536], [-1.092, 2.131, 1.060], [0.491, -1.774, 2.002], [-1.469, -0.658, -1.820], [-1.622, 1.220, 0.704], [1.698, 1.676, -0.810], [1.739, -1.089, -1.618], [1.674, 1.511, 1.412], [-1.774, -1.264, -1.411], [1.514, -1.995, 0.537], [-0.409, -1.698, 1.591], [-2.282, 0.685, -1.098], [2.379, 0.017, -0.433], [-1.117, -0.448, 2.194], [2.659, -0.561, -0.602], [1.807, 1.474, -1.170], [-1.750, -1.704, 1.345], [-2.182, -1.208, 1.526], [-1.073, 1.765, 1.845], [1.285, 2.710, 0.178], [1.979, 0.748, -1.486], [-1.200, -0.263, -1.018], [0.190, 0.013, -0.085], [-0.529, -0.051, 0.086], [0.327, -0.092, -0.524], [-0.379, 0.402, 0.358], [0.537, -0.086, -0.041], [-0.216, 0.030, 0.069], [0.035, -0.159, 0.116], [0.055, -0.074, 0.062], [-0.071, 0.096, 0.007], [0.002, -0.037, -0.160], [-0.035, -0.038, 0.001], [0.050, 0.013, 0.001], [0.010, 0.126, 0.072], [0.093, 0.017, -0.089], [-0.002, -0.046, 0.037], [-0.011, -0.136, 0.118], [-0.064, -0.090, 0.221], [0.126, 0.004, -0.461], [-0.146, -0.412, 0.405], [0.385, 0.288, -0.464], [-0.180, 0.178, 0.496], [0.131, -0.054, -0.231], [-0.173, 0.049, -0.014], [-0.079, 0.076, 0.034], [0.101, 0.017, -0.122], [0.000, -0.153, 0.057], [-0.012, -0.005, -0.035], [0.002, 0.036, 0.050], [0.111, 0.102, -0.013], [0.028, -0.045, 0.122], [-0.073, 0.026, -0.002], [-0.143, 0.020, -0.047], [0.154, 0.098, -0.097], [-0.390, -0.105, 0.322], [0.422, 0.425, 0.024], [-0.316, -0.519, 0.136], [0.376, 0.090, -0.300], [-0.178, -0.066, 0.131], [-0.095, 0.080, -0.130], [-0.012, 0.003, -0.105], [-0.048, -0.067, 0.099], [0.079, 0.125, 0.079], [-0.029, 0.019, 0.041], [0.037, -0.006, -0.027], [0.009, -0.153, 0.012], [0.130, 0.043, -0.005], [-0.047, 0.027, -0.041], [-0.124, 0.038, -0.117]], "lowdin_charge": [-0.02, -0.29, -0.02, -0.14, -0.20, -0.17, -0.21, -0.21, -0.17, -0.14, -0.04, 0.01, -0.18, -0.38, -0.02, 0.78, -0.38, -0.06, -0.05, -0.05, 0.00, -0.18, -0.07, 0.10, 0.09, 0.10, 0.12, 0.15, 0.13, 0.10, 0.12, 0.12, 0.11, 0.11, 0.11, 0.11, 0.09, 0.09, 0.10, 0.09, 0.07, 0.09, 0.09, 0.13, -0.11, -0.22, -0.20, -0.19, -0.20, -0.11, 0.09, 0.08, 0.08, 0.13, 0.12, 0.12, 0.12, 0.09, 0.08, 0.09, -0.11, -0.21, -0.19, -0.19, -0.20, -0.10, 0.09, 0.08, 0.08, 0.13, 0.12, 0.12, 0.12, 0.09, 0.08, 0.07, -0.11, -0.20, -0.19, -0.19, -0.21, -0.11, 0.09, 0.08, 0.09, 0.13, 0.12, 0.12, 0.13, 0.09, 0.08, 0.09]}